Formula: C29H56Cl30N3O2
Source: the OMol25 dataset
Level of theory: ωB97M-V/def2-TZVPD

Geometry as XYZ:
```
120
C29H56Cl30N3O2 | the OMol25 dataset | ωB97M-V/def2-TZVPD
Cl 2.93223 6.94869 -4.09403
Cl 2.20609 -2.62101 8.51827
Cl 2.92314 6.28791 -1.24287
Cl -0.01716 -6.67155 3.33753
Cl 4.83966 -2.44801 7.25113
Cl 4.10212 -6.37239 -5.63661
Cl -5.90980 3.62337 -0.93838
Cl 8.36685 -1.49289 4.33631
Cl -5.56516 3.05022 6.04674
Cl 0.67943 -7.97835 7.19412
Cl -8.02162 2.92121 4.45974
Cl -3.37682 4.07141 -2.37745
Cl 5.51640 -1.14605 3.78450
Cl 3.65752 10.10609 -4.34757
Cl -2.69560 -3.14459 8.22465
Cl 7.30242 8.11650 1.04530
Cl -1.84740 -0.37123 8.60452
Cl 4.14828 -5.71651 -8.48571
Cl 0.86439 -5.70329 -1.94200
Cl 1.43296 8.86489 -8.14141
Cl 3.40800 -4.55185 -2.80566
Cl -5.22649 0.61965 1.84161
Cl -3.14914 0.83361 4.67629
Cl -2.63116 1.17699 0.60066
Cl 0.50940 6.09867 -8.38275
Cl -0.46485 1.74460 3.95185
Cl 0.74739 10.19563 -4.01523
Cl 1.38433 -4.10426 3.59743
Cl 5.19299 9.17365 -0.68371
Cl 3.22751 -6.80192 6.38170
O 0.82869 1.91874 -3.14349
O -0.81545 3.20115 -3.98541
N -0.91196 -2.47139 0.96247
N -2.12123 -4.41252 -0.95557
N 0.06452 -2.34674 -1.23618
C -3.68715 -2.49618 -0.42468
C -4.83049 -4.50796 0.86522
C 1.73197 7.17713 -7.70300
C -1.58846 -2.05545 9.07203
C -5.00121 4.68604 -2.02361
C -1.48490 -4.87258 0.33034
C 2.74077 7.57316 -2.44865
C -1.36487 -3.79290 1.40818
C 1.48924 3.96657 -4.10657
C -1.52808 2.04783 -4.46476
C 5.97137 7.71746 -0.04419
C 2.12879 10.72453 -4.98733
C -2.15669 1.25986 -3.29890
C 2.42202 -8.22409 7.07095
C -1.55818 -0.18310 -3.13167
C 1.52232 -5.87119 3.68935
C 0.47632 2.91983 -3.69708
C -1.16572 -2.16430 -0.46117
C -4.31982 -3.52519 0.39642
C -4.28361 1.75313 0.85903
C 3.96806 -5.08793 -6.84801
C 2.61146 -5.97518 -2.15668
C 3.18738 -3.04749 7.11133
C -1.44041 0.40134 4.55756
C -2.72538 -1.17950 -2.99218
C -6.64021 2.02078 5.09637
C -2.34264 -2.61405 -2.58352
C 7.00850 -0.36476 4.32478
C -2.35887 -2.93227 -1.06499
H -1.43687 -1.12000 -0.50517
H -2.32454 2.42472 -5.09883
H -0.54847 -5.38160 0.09876
H -5.54152 4.76692 -2.95946
H 2.18746 4.04571 -3.27902
H 6.85797 0.01119 5.33031
H -6.08114 1.61112 4.26353
H -3.11558 -3.27476 -3.00673
H -1.75184 -2.15216 10.13906
H 2.82516 -8.40323 8.06072
H -2.12041 -5.65246 0.74375
H 5.23279 7.14152 0.49989
H -2.12980 1.80680 -2.37014
H 2.16100 11.80773 -4.98558
H -4.91884 5.66007 -1.55568
H 2.99228 -4.62502 -6.75643
H -4.40730 -2.16724 -1.16626
H -3.21716 1.14117 -3.54042
H 2.70456 6.88734 -8.08367
H -2.96015 -4.95289 -1.17075
H -3.47950 -0.70127 -2.36880
H 3.21563 -4.12644 7.01930
H -4.23350 2.70595 1.37282
H -5.11380 -5.32258 1.47703
H -1.34253 -0.43602 3.87347
H -3.16722 -1.25456 -3.98663
H 0.33995 -3.32112 -1.21978
H 4.74779 -4.35753 -6.66545
H -7.00678 1.22156 5.73057
H 2.04516 3.63646 -4.97799
H -0.91393 1.39456 -5.08286
H 7.23732 0.45147 3.64978
H -2.27750 -3.71171 1.99425
H 2.61322 -9.07516 6.42788
H 3.49684 8.32645 -2.26951
H -3.47352 -1.64117 0.21295
H 2.00352 10.34782 -5.99488
H 2.73218 -2.61095 6.22913
H 1.71104 7.09158 -6.62213
H 3.04360 -6.21345 -1.19191
H 6.35970 7.13871 -0.87425
H -0.57255 -2.33176 8.81814
H 0.81464 -1.80576 -0.82597
H -0.61662 -4.15829 2.10528
H -0.95832 -0.36804 -4.01950
H 2.74764 -6.80233 -2.84506
H -4.78175 1.86800 -0.10527
H 0.07823 -2.45993 1.15206
H 1.83107 -6.12652 4.70022
H -1.41071 -2.94476 -3.03549
H 2.26118 -6.20446 2.96927
H 1.01824 4.92853 -4.26547
H 1.75233 8.00599 -2.35277
H -0.91431 -0.16308 -2.26030
H -1.08312 0.12595 5.54380
H -1.47321 -4.63300 -1.71515
```

## Properties
- energy above the lowest of the compared OMol25 structures with the same formula, charge and spin (kJ/mol) = 85.1
- LUMO energy (eV) = -2.27
- charge = +1
- 2S+1 = 1
- orbital gap (eV) = 9.4
- E_HOMO (eV) = -11.63
- electronic energy (a.u.) = -15258.7410

***

Formula: C3H7N3
Source: the OMol25 dataset
Level of theory: ωB97M-V/def2-TZVPD

Geometry as XYZ:
```
13
C3H7N3 | the OMol25 dataset | ωB97M-V/def2-TZVPD
N -1.02885 -1.40536 1.09536
N -0.72786 0.83415 -0.52985
N -1.09350 0.38763 -1.82622
C -0.25278 -0.79885 0.38916
C 0.94675 -0.11172 0.10534
C 1.73144 0.23266 1.18589
H -0.80365 -2.18719 1.69315
H -2.09346 0.48487 -1.97617
H 1.37330 -0.30921 -0.86962
H -0.58007 0.92405 -2.51876
H -1.53958 1.06498 0.03788
H 1.31030 0.35612 2.17222
H 2.75795 0.52787 1.04161
```

## Properties
- energy above the lowest of the compared OMol25 structures with the same formula, charge and spin (kJ/mol) = 506.5
- LUMO energy (eV) = 1.02
- 2S+1 = 1
- orbital gap (eV) = 8.4
- E_HOMO (eV) = -7.42
- electronic energy (a.u.) = -282.5813

***

Formula: C4H5NOS
Source: the OMol25 dataset
Level of theory: ωB97M-V/def2-TZVPD

Geometry as XYZ:
```
12
C4H5NOS | the OMol25 dataset | ωB97M-V/def2-TZVPD
S -3.30268 -0.52829 0.00180
O -0.77745 -0.78921 -0.05053
N 0.45168 -0.13959 -0.11099
C -1.80712 0.11712 -0.08540
C 1.52373 -1.09842 -0.04869
C -1.04999 1.40208 -0.07881
C 0.29262 1.10458 0.07032
H 1.34108 -1.48880 1.07191
H 1.15774 1.81207 0.28596
H 1.28736 -2.08013 -0.52744
H 2.46565 -0.62971 -0.31140
H -1.58263 2.31831 -0.21673
```

## Properties
- energy above the lowest of the compared OMol25 structures with the same formula, charge and spin (kJ/mol) = 322.9
- LUMO energy (eV) = 0.42
- 2S+1 = 1
- orbital gap (eV) = 8.2
- E_HOMO (eV) = -7.81
- electronic energy (a.u.) = -683.4849

***

Formula: C28H29AuBrF3N3O3S
Source: the OMol25 dataset
Level of theory: ωB97M-V/def2-TZVPD

Geometry as XYZ:
```
69
C28H29AuBrF3N3O3S | the OMol25 dataset | ωB97M-V/def2-TZVPD
Au -1.51115 0.52965 -1.03006
Br -0.42756 -0.63273 1.47297
S -2.92272 -2.51488 0.60580
F -2.32306 3.10278 0.34164
F -0.85273 4.66077 0.66158
F -0.26152 2.58055 0.78655
O -0.29457 4.45194 -1.88728
O -0.94150 2.31838 -1.99073
O 0.73362 0.45630 -1.11918
N -3.23899 -1.08483 -0.25894
N -5.56326 -1.33363 -0.16914
N -3.42747 0.92039 -2.01106
C 3.69968 -0.72056 1.42813
C 3.04735 0.43569 -0.64449
C 4.83664 -1.21647 2.30197
C -4.53502 -3.73340 2.44492
C 2.34991 -0.86341 1.81488
C 2.72321 2.60589 -1.81956
C 4.33414 -2.05886 3.47660
C 4.91161 1.44520 -2.02342
C -4.47839 -2.85168 1.38379
C -0.72165 3.45452 -1.37194
C 1.37460 -0.40825 0.99204
C -5.83979 1.94591 -2.84815
C 3.40229 1.22713 -1.90238
C -6.85587 -2.58986 1.45921
C 1.64576 0.18308 -0.30259
C -5.78659 0.97035 -1.86112
C -6.92163 -3.50066 2.50834
C -1.03786 3.47348 0.13332
C -3.47196 1.83345 -2.98836
C 2.93039 0.48482 -3.16751
C 5.58504 0.01434 2.85239
C -4.66899 2.35698 -3.44632
C -4.42140 -0.71337 -0.56224
C 5.80004 -2.06682 1.45738
C -4.56682 0.45130 -1.48545
C -5.63440 -2.27202 0.89834
C -5.76385 -4.06965 3.00509
C 3.99257 -0.04701 0.21596
H 5.31847 1.98553 -1.16391
H -6.43745 -1.00390 -0.52790
H 3.40204 -0.49879 -3.24003
H 6.59952 -2.44599 2.09724
H -7.88256 -3.75470 2.93691
H -6.70575 0.64266 -1.39928
H 1.84939 0.36182 -3.18890
H 5.03244 0.10358 -0.03405
H -7.76245 -2.13073 1.07531
H 5.10284 2.04919 -2.91166
H 1.64026 2.51389 -1.80864
H 6.26556 -1.49357 0.65316
H -6.79329 2.36191 -3.14803
H 3.04424 3.15051 -0.92733
H 5.19187 -2.44021 4.03312
H -3.61960 -4.17465 2.82507
H 5.45691 0.50450 -2.14357
H 3.74841 -2.91869 3.13810
H -4.66073 3.09096 -4.24031
H 4.91486 0.65406 3.43294
H 6.02137 0.61374 2.04956
H 2.08483 -1.33502 2.75030
H -2.52652 2.16099 -3.38922
H 6.39517 -0.31648 3.50765
H 2.99467 3.19807 -2.69612
H 3.22291 1.06621 -4.04510
H -5.80855 -4.77405 3.82498
H 5.28375 -2.92301 1.01446
H 3.72930 -1.47264 4.17428
```

## Properties
- energy above the lowest of the compared OMol25 structures with the same formula, charge and spin (kJ/mol) = 55.0
- LUMO energy (alpha / beta) (eV) = -3.51 / -5.02
- charge = +1
- 2S+1 = 3
- orbital gap (alpha / beta) (eV) = 7.1 / 5.6
- E_HOMO (alpha / beta) (eV) = -10.60 / -10.61
- electronic energy (a.u.) = -4881.6007

***

Formula: C5H9N
Source: the OMol25 dataset
Level of theory: ωB97M-V/def2-TZVPD

Geometry as XYZ:
```
15
C5H9N | the OMol25 dataset | ωB97M-V/def2-TZVPD
N 0.06118 0.26330 -0.45457
C 1.84880 0.63987 -1.94971
C -1.09046 -0.61948 1.56824
C -0.89356 0.55308 2.17406
C 1.03187 -0.22203 -1.31457
C -0.96907 -0.67236 0.05943
H -0.11997 1.21620 -0.70005
H -1.17063 0.86644 3.18615
H 1.23870 -1.28101 -1.40996
H -0.75632 -1.65267 -0.36102
H -1.50134 -1.41564 2.17756
H 1.95143 1.69244 -1.68643
H -0.16047 1.27415 1.83591
H 2.61390 0.34368 -2.65142
H -1.88092 -0.23041 -0.35504
```

## Properties
- energy above the lowest of the compared OMol25 structures with the same formula, charge and spin (kJ/mol) = 227.4
- LUMO energy (eV) = 1.00
- 2S+1 = 1
- orbital gap (eV) = 8.8
- E_HOMO (eV) = -7.80
- electronic energy (a.u.) = -250.5803

***

Formula: C2H12N2O2
Source: the OMol25 dataset
Level of theory: ωB97M-V/def2-TZVPD

Geometry as XYZ:
```
18
C2H12N2O2 | the OMol25 dataset | ωB97M-V/def2-TZVPD
O 3.83715 -0.95000 0.37890
O -3.39143 -3.08212 0.45197
N -0.24011 -0.88626 -0.62034
N -0.18128 2.87569 -0.01406
C -0.68156 1.47454 0.28648
C 0.25376 0.49220 -0.41385
H 3.97697 -1.90250 0.29138
H -0.71683 1.26678 1.36608
H 4.12417 -0.81148 1.28813
H -0.53685 3.56019 0.63565
H 1.18360 0.30734 0.18298
H 0.26141 -1.21119 -1.48125
H -1.07287 -0.82961 -1.22465
H 0.41365 0.93850 -1.39691
H 0.83775 2.82464 0.07016
H -1.66193 1.38313 -0.22241
H -2.67164 -3.24461 -0.15607
H -3.73393 -2.20523 0.57779
```

## Properties
- energy above the lowest of the compared OMol25 structures with the same formula, charge and spin (kJ/mol) = 139.6
- LUMO energy (eV) = 0.76
- 2S+1 = 1
- orbital gap (eV) = 10.2
- E_HOMO (eV) = -9.47
- electronic energy (a.u.) = -343.3400

***

Molecular weight: 1542.376; 85.110; 115.157; 821.490; 83.134; 96.130 (u)